# 1
Computed, not measured: C22H46ClFN4O in the gas phase, with ωB97M-V/def2-TZVPD.

Atoms and positions in Å:
C -0.7482 4.0564 7.8813
C -0.4169 4.2280 6.3844
C -0.9087 3.0496 5.5412
C -0.3934 1.6807 6.0231
C 0.1815 0.8337 4.8853
C -0.8509 0.4152 3.8392
C -0.2315 -0.4197 2.7205
C -1.0390 -0.3763 1.4098
C -0.8028 -1.6354 0.5758
C -1.2494 -1.5710 -0.8904
C -2.7175 -0.9788 -0.9210
N -2.8817 0.4392 -1.1194
C -1.3852 -2.9624 -1.5319
C -0.2737 -4.0227 -1.4390
C 0.5230 -4.2843 -2.7211
F 0.6378 -3.7561 -0.4163
O -0.4770 -0.6774 -1.6877
C 0.9359 -0.7626 -1.6377
C 1.5405 0.2143 -0.6227
N 0.8440 1.4895 -0.5420
C 1.4793 -0.5616 -3.0672
C 1.5594 0.8881 -3.5725
C 0.2004 1.5231 -3.9033
C 0.2491 3.0439 -3.8488
Cl 1.2241 3.7197 -5.1800
N 0.7256 -1.4164 -3.9638
C 1.3193 -1.6610 -5.2615
C 2.5558 -2.5149 -5.1652
N 3.2500 -2.7813 -6.1906
H -1.6709 3.4826 7.9796
H 0.0321 3.4843 8.3800
H -0.8745 5.0111 8.3842
H 0.6619 4.3047 6.2477
H -0.8980 5.1425 6.0393
H -0.5669 3.2013 4.5136
H -1.9995 3.0537 5.5038
H 0.4024 1.8309 6.7568
H -1.1781 1.1289 6.5439
H 0.6640 -0.0571 5.2957
H 0.9665 1.4258 4.4027
H -1.6261 -0.1566 4.3583
H -1.3267 1.3015 3.4169
H -0.0554 -1.4480 3.0404
H 0.7563 0.0084 2.5150
H -2.0931 -0.2961 1.6841
H -0.7483 0.5303 0.8842
H -1.3817 -2.4472 1.0272
H 0.2354 -1.9422 0.6734
H -3.2298 -1.2897 -0.0112
H -3.2491 -1.4688 -1.7400
H -2.7482 0.7022 -2.0799
H -2.3018 0.9945 -0.5113
H -1.6114 -2.8063 -2.5884
H -2.2908 -3.3888 -1.0967
H -0.7465 -4.9673 -1.1652
H 1.5332 -3.8983 -2.5984
H 0.5976 -5.3547 -2.9046
H 0.0635 -3.8182 -3.5869
H 1.2745 -1.7606 -1.3432
H 2.5842 0.3601 -0.9227
H 1.5761 -0.2733 0.3532
H 1.4618 2.2793 -0.6120
H 0.0879 1.5521 -1.2038
H 2.5099 -0.9257 -3.0254
H 2.1070 1.5402 -2.8900
H 2.1460 0.8871 -4.4935
H -0.0732 1.2497 -4.9239
H -0.5835 1.1977 -3.2186
H 0.7271 3.3680 -2.9243
H -0.7440 3.4827 -3.8813
H -0.2335 -1.1174 -4.0282
H 1.5485 -0.7633 -5.8484
H 0.6036 -2.2340 -5.8573
H 2.8194 -2.9118 -4.1801
H 4.0223 -3.3938 -5.9436

Cartesian forces (eV/Å) of the 3 atoms listed first:
C 0.10 -0.28 -0.48
C -0.40 -0.33 0.43
C 0.13 -0.02 -0.04

* DFT total energy: -1720.14375 hartree
* total charge: 0
* HOMO: -8.98 eV
* Kohn-Sham gap: 9.650 eV

=====

# 2
Computed, not measured: 9 unconnected molecules or ions with the total composition C51H77F3N10O3PS3 in a non-equilibrium geometry, with ωB97M-V/def2-TZVPD.

Atoms and positions in Å:
C 0.5855 1.9095 5.3707
C 1.2303 2.0622 4.0293
C 0.5684 3.0736 3.1100
C 0.1144 2.6233 1.7325
N -1.3388 2.3288 1.6414
C -1.9199 1.7528 2.8360
C -3.0711 0.8006 2.5720
C -2.9531 -0.4237 3.4497
C -1.9101 -1.3505 2.8190
C -2.3566 -2.6593 2.1690
C -1.6307 -2.7622 0.8512
O -0.2794 -3.0831 1.1648
C 0.7085 -2.2676 0.7020
F 1.8482 -2.8951 0.8605
F 0.7375 -1.1355 1.3961
F 0.5578 -1.8700 -0.5624
C -3.8316 -2.7619 1.8928
O -4.1460 -3.9873 1.2929
C -3.8957 -5.0791 2.1296
C -2.4687 -5.2449 2.6052
P -1.5300 -6.4735 1.5503
C 0.1940 -6.1683 2.0751
O -1.6347 -5.7834 0.0714
N -1.9542 -3.8605 3.0622
S -2.3630 -3.6000 4.8086
C -2.0840 3.2492 0.9533
S -3.3926 4.0385 1.5160
S -1.3563 3.4624 -0.6307
C -2.6708 4.1787 -1.6189
C -2.0498 4.8694 -2.8170
C -1.8888 3.9505 -4.0094
H -0.2070 1.1789 5.3512
H 0.1807 2.8375 5.7319
H 1.3002 1.5635 6.0926
H 1.2556 1.1009 3.5444
H 2.2549 2.3412 4.1798
H -0.2540 3.5326 3.6280
H 1.2851 3.8511 2.9292
H 0.3297 3.3861 1.0124
H 0.6727 1.7589 1.4234
H -2.2508 2.5044 3.5369
H -1.1156 1.2216 3.3060
H -2.9880 0.4892 1.5436
H -4.0168 1.2938 2.6901
H -3.9159 -0.8732 3.6183
H -2.5998 -0.1283 4.4224
H -1.1270 -1.5746 3.5211
H -1.4293 -0.7762 2.0542
H -2.0278 -3.4753 0.1667
H -1.7102 -1.7911 0.4067
H -4.4214 -2.6445 2.7874
H -4.1096 -1.9723 1.2136
H -4.1446 -5.9632 1.5738
H -4.5557 -5.0291 2.9842
H -2.5265 -5.8283 3.5037
H 0.7010 -5.5305 1.3859
H 0.2839 -5.7437 3.0618
H 0.6737 -7.1290 2.1025
H -0.8273 -5.8924 -0.4293
H -0.9379 -3.8644 3.0858
H -3.3234 -2.7217 4.5389
H -3.2838 3.3568 -1.9434
H -3.2579 4.8368 -1.0134
H -1.0812 5.2413 -2.5373
H -2.6366 5.7327 -3.0675
H -1.0290 4.2233 -4.5906
H -2.7339 3.9855 -4.6669
H -1.7398 2.9369 -3.6860
N 2.5615 6.3762 5.7735
C 2.4219 6.2738 7.1292
C 3.0219 5.1093 7.5255
C 3.5448 4.4832 6.3593
C 3.2422 5.2908 5.2925
H 2.2197 7.1350 5.2168
H 1.9172 7.0359 7.6953
H 3.0827 4.7482 8.5374
H 4.0853 3.5532 6.3117
H 3.4585 5.1888 4.2435
N -4.0990 -1.2788 -2.5571
C -5.1885 -0.5012 -2.2755
C -4.8295 0.8055 -2.4602
C -3.4635 0.8175 -2.8698
C -3.0426 -0.4875 -2.9223
H -4.0864 -2.2771 -2.5172
H -6.1261 -0.9418 -1.9821
H -5.4712 1.6614 -2.3319
H -2.8614 1.6776 -3.1061
H -2.0901 -0.9095 -3.1910
N 2.5506 -6.9404 -1.1208
C 1.9236 -8.1389 -0.8781
C 2.0791 -8.9245 -1.9857
C 2.8259 -8.1741 -2.9346
C 3.1026 -6.9587 -2.3737
H 2.6125 -6.1714 -0.4829
H 1.4331 -8.3363 0.0593
H 1.7041 -9.9259 -2.1036
H 3.1300 -8.4934 -3.9159
H 3.6469 -6.1129 -2.7544
N 5.9285 -10.4695 -6.9375
C 6.9167 -9.6134 -7.3366
C 6.7081 -8.4147 -6.7119
C 5.5451 -8.5555 -5.9046
C 5.0878 -9.8357 -6.0660
H 5.8340 -11.4189 -7.2406
H 7.6808 -9.9274 -8.0246
H 7.3190 -7.5358 -6.8200
H 5.1004 -7.8024 -5.2774
H 4.2444 -10.3470 -5.6369
N 0.5046 1.4501 -4.7292
C 0.5806 0.2916 -4.0073
C 0.3305 0.6040 -2.6973
C 0.0952 2.0064 -2.6329
C 0.2091 2.4979 -3.9042
H 0.6456 1.5254 -5.7168
H 0.8046 -0.6472 -4.4833
H 0.3114 -0.0833 -1.8693
H -0.1308 2.5854 -1.7542
H 0.1071 3.4965 -4.2911
N -7.1820 4.0238 -1.5860
C -6.7248 5.2313 -2.0396
C -7.3154 5.4731 -3.2488
C -8.1652 4.3687 -3.5348
C -8.0618 3.4928 -2.4898
H -6.9158 3.5951 -0.7217
H -6.0263 5.8131 -1.4678
H -7.1605 6.3447 -3.8601
H -8.7824 4.2371 -4.4059
H -8.5379 2.5450 -2.3118
N 8.0034 3.6188 8.7904
C 6.9489 4.3085 8.2575
C 7.2985 4.6963 6.9933
C 8.6180 4.2190 6.7541
C 9.0247 3.5596 7.8820
H 8.0275 3.2225 9.7089
H 6.0452 4.4670 8.8188
H 6.6778 5.2600 6.3185
H 9.2009 4.3493 5.8591
H 9.9476 3.0588 8.1135
N 1.9851 3.4389 -7.8011
C 0.7340 3.9954 -7.7092
C 0.8561 5.3321 -7.9712
C 2.2300 5.5926 -8.2285
C 2.8995 4.4065 -8.1167
H 2.2083 2.4735 -7.6635
H -0.1320 3.4003 -7.4745
H 0.0506 6.0452 -7.9814
H 2.6726 6.5424 -8.4714
H 3.9412 4.1693 -8.2371

Cartesian forces (eV/Å) of the 3 atoms listed first:
C -0.15 -0.20 0.34
C -0.01 -0.17 -0.39
C 0.10 0.24 -0.15

* DFT total energy: -4597.88928 hartree
* total charge: +1
* ΔE to the lowest compared entry with this formula, charge and spin: 0.0 kcal per mole
* HOMO: -9.28 eV
* Kohn-Sham gap: 5.638 eV

=====

# 3
Computed, not measured: C3H3NO2S2 in the gas phase in a non-equilibrium geometry, with ωB97M-V/def2-TZVPD.

Atoms and positions in Å:
C 0.0541 1.5445 -0.3910
C -0.5630 0.2441 -0.7018
C -0.1153 -1.0574 1.0269
H 0.8091 1.8658 -1.0525
H -1.2951 0.3275 -1.5307
H 1.3986 -1.6888 -0.1222
N 0.9935 -0.8481 0.1513
O 0.3808 -0.6490 -1.1629
O -1.1210 -0.3069 0.4179
S -0.3153 2.3382 0.8806
S -0.2263 -1.7697 2.4843

Cartesian forces (eV/Å) of the 3 atoms listed first:
C 0.27 -0.45 -0.72
C -1.31 0.55 -2.91
C -0.80 1.34 -0.36

* DFT total energy: -1117.60487 hartree
* total charge: 0
* ΔE to the lowest compared entry with this formula, charge and spin: 76.1 kcal per mole
* HOMO: -9.15 eV
* Kohn-Sham gap: 8.598 eV

=====

# 4
Computed, not measured: 2 unconnected molecules or ions with the total composition C8H16NO5P in a non-equilibrium geometry, with ωB97M-V/def2-TZVPD.

Atoms and positions in Å:
C 1.6430 2.4157 0.7963
C 2.0276 1.7034 2.0809
C 2.8245 1.5213 1.0466
C -2.0467 1.9797 -1.9248
C -0.5303 -0.7811 2.4045
C -1.0511 0.8424 -2.2117
C -1.8756 -0.9330 1.6472
C 1.0552 -1.6654 -0.2413
N 1.8671 -2.4670 -0.9561
O 3.0510 -2.5766 -0.7970
O 1.3980 -3.1995 -1.9434
O -0.9549 -2.1099 -1.8711
O -0.7096 0.2941 -0.8517
O -1.6333 -1.6910 0.5248
P -0.6608 -1.2998 -0.6229
H 0.8381 1.8586 0.2316
H 1.4808 3.5004 0.5873
H 1.6370 1.7003 3.0324
H 0.3346 -3.1208 -2.0337
H 3.6218 1.0917 0.6065
H -3.0110 1.5161 -1.6522
H -1.4895 2.5853 -1.1041
H -2.2153 2.5691 -2.8911
H 0.0192 -1.7769 2.5118
H 0.1411 -0.1219 1.7457
H -0.6609 -0.2798 3.3316
H -0.1989 1.1992 -2.6404
H -1.2429 0.0456 -2.9927
H -2.5079 0.0162 1.3065
H -2.7108 -1.5188 2.2385
H 1.5603 -1.2978 0.6421

Cartesian forces (eV/Å) of the 3 atoms listed first:
C -2.19 -1.39 -1.27
C 1.41 0.96 -3.50
C -3.27 2.15 2.92

* DFT total energy: -1086.52682 hartree
* total charge: 0
* ΔE to the lowest compared entry with this formula, charge and spin: 60.0 kcal per mole
* HOMO: -9.02 eV
* Kohn-Sham gap: 9.711 eV

=====

# 5
Computed, not measured: a molecular structure, C24H43ClGdP2 in a non-equilibrium geometry, with ωB97M-V/def2-TZVPD.

Atoms and positions in Å:
Gd 1.5692 2.4616 -2.3438
C 0.1465 -0.3826 -0.8794
C -0.8552 0.6412 -1.0198
C -0.8963 -0.6988 -2.9044
C 0.1426 -1.1719 -2.0590
C -1.4916 0.4246 -2.2809
C 0.9466 -0.6365 0.3410
H 0.6165 0.0004 1.1758
H 2.0228 -0.4689 0.1623
H 0.7965 -1.6727 0.6905
C 1.0106 -2.3456 -2.2780
H 0.7333 -3.2131 -1.6620
H 2.0397 -2.0964 -1.9906
H 0.9755 -2.6645 -3.3241
C -1.3200 -1.3401 -4.1699
H -0.9427 -2.3689 -4.2241
H -0.9475 -0.7625 -5.0272
H -2.4100 -1.4064 -4.2661
C -2.7579 1.0628 -2.7138
H -2.9619 0.9221 -3.7867
H -2.7881 2.1357 -2.4849
H -3.5863 0.5993 -2.1511
C -1.4929 1.3865 0.1015
H -2.5837 1.1552 0.1459
H -1.3507 2.4817 0.0876
H -1.0707 0.9840 1.0295
C 1.7661 1.6756 3.3942
C 0.5608 1.4709 3.9527
C -0.4880 2.4868 4.2682
C -0.0802 3.9786 4.4062
C -0.3622 4.8081 3.1965
C 0.1001 4.5257 1.9794
C 0.9867 3.3451 1.6737
C 2.0989 2.9445 2.6686
H -0.9030 2.1637 5.2366
H 0.9623 4.0531 4.7280
H -1.3334 2.4561 3.5653
H 2.3128 3.7657 3.3546
H 2.5644 0.9377 3.5133
H 0.3392 0.4788 4.3353
H 3.0397 2.8528 2.1084
H 0.3616 2.4718 1.4640
H -0.3102 5.0523 1.0997
H 1.4865 3.5300 0.7001
H -0.6818 4.3912 5.2241
H -1.0412 5.6559 3.2965
P 2.5679 4.7409 -1.0060
P 1.2626 4.6274 -3.8302
C 3.0574 6.0797 -2.2404
C 2.7808 5.7030 -3.6875
H 4.1223 6.2457 -2.0299
H 2.5153 6.9791 -1.9160
H 2.6931 6.5953 -4.3245
H 3.6319 5.1270 -4.0816
C 1.0447 4.6072 -5.6234
H 0.1410 4.0389 -5.8673
H 1.8826 4.0636 -6.0779
H 1.0025 5.6170 -6.0547
C -0.1056 5.5687 -3.0367
H -0.0538 6.6450 -3.2463
H -0.1694 5.4433 -1.9435
H -1.0624 5.1714 -3.4044
C 4.2724 4.2753 -0.4616
H 4.3217 3.2629 -0.0389
H 4.6335 5.0206 0.2653
H 4.9185 4.2966 -1.3468
C 2.3120 6.0912 0.3142
H 3.0526 6.8906 0.1429
H 2.4674 5.6809 1.3224
H 1.3173 6.5638 0.2703
Cl 3.5766 1.0663 -1.9922

Cartesian forces (eV/Å) of the 3 atoms listed first:
Gd -1.34 -3.19 1.17
C -1.61 2.88 0.98
C 2.03 -1.32 0.88

* DFT total energy: -2848.54872 hartree
* total charge: +1
* ΔE to the lowest compared entry with this formula, charge and spin: 0.0 kcal per mole
* HOMO (alpha / beta): -10.18 / -9.31 eV
* Kohn-Sham gap (alpha / beta): 6.766 / 5.235 eV
* spin multiplicity: 8

=====

# 6
Computed, not measured: C22H24BrN3O3S in the gas phase in a non-equilibrium geometry, with ωB97M-V/def2-TZVPD.

Atoms and positions in Å:
C -1.2158 -4.3349 1.0894
H -0.3633 -4.9274 1.4192
O -0.6693 -3.2307 0.4051
C -1.5257 -2.4086 -0.2824
C -2.8990 -2.3578 -0.0813
C -3.6620 -1.4420 -0.7859
C -3.0871 -0.5699 -1.6992
C -1.7166 -0.6560 -1.9170
C -0.9423 -1.5564 -1.2172
H 0.1211 -1.6115 -1.3808
H -1.2433 0.0058 -2.6267
C -3.9266 0.4552 -2.4113
H -4.8052 -0.0339 -2.8401
H -3.3513 0.8957 -3.2278
C -4.4115 1.5720 -1.4775
H -4.9398 1.1349 -0.6281
H -5.1127 2.2073 -2.0223
C -3.2727 2.4559 -0.9539
C -2.3703 1.7114 -0.0496
N -1.0911 1.5826 -0.1397
N -0.6885 0.7867 0.8729
C -1.7542 0.4789 1.5411
S -1.9101 -0.5008 2.9463
C -0.2480 -1.2532 3.0532
H -0.2551 -2.1631 2.4581
H -0.1324 -1.4944 4.1103
C 0.8662 -0.2979 2.6299
O 1.1335 0.6909 3.2691
N 1.5402 -0.7597 1.5470
C 2.5424 -0.1094 0.8306
C 2.8821 1.2224 1.0440
C 3.8740 1.8516 0.3100
C 4.5647 1.1412 -0.6776
C 4.2349 -0.1872 -0.8981
C 3.2443 -0.7990 -0.1558
Br 2.8520 -2.6397 -0.5048
H 4.7558 -0.7545 -1.6552
C 5.6422 1.7921 -1.4876
H 6.0658 1.0916 -2.2025
H 5.2455 2.6479 -2.0326
H 6.4410 2.1538 -0.8408
C 4.1955 3.2885 0.5781
H 5.2397 3.3998 0.8686
H 4.0347 3.8887 -0.3167
H 3.5684 3.6771 1.3750
H 2.3434 1.7667 1.8008
H 1.1997 -1.6096 1.1097
O -2.8665 1.0378 1.0218
H -2.6686 2.8438 -1.7740
H -3.7008 3.2983 -0.4038
H -4.7277 -1.4052 -0.6089
H -3.3833 -3.0095 0.6289
H -1.8034 -4.0267 1.9616
H -1.8427 -4.9396 0.4284

Cartesian forces (eV/Å) of the 3 atoms listed first:
C -0.06 -0.15 0.12
H -0.09 0.00 0.03
O 0.09 0.22 -0.21

* DFT total energy: -4214.93776 hartree
* total charge: 0
* ΔE to the lowest compared entry with this formula, charge and spin: 0.0 kcal per mole
* HOMO: -8.10 eV
* Kohn-Sham gap: 8.641 eV

=====

# 7
Computed, not measured: C5H10N2 in the gas phase in a non-equilibrium geometry, with ωB97M-V/def2-TZVPD.

Atoms and positions in Å:
C -1.5372 0.0551 0.0482
C 0.0907 -0.3797 -0.1524
C -1.8413 1.5314 -0.0735
C 0.3566 -1.7761 0.1642
C 2.2466 0.4967 -0.4907
N -2.2214 -0.9209 0.2885
N 0.7838 0.6451 -0.2093
H -0.9116 2.0653 -0.2014
H -2.2206 1.9232 0.8905
H -2.6285 1.7539 -0.7706
H -0.0759 -1.9810 1.1361
H 1.4913 -1.9610 0.1990
H -0.1269 -2.5173 -0.5506
H 2.7971 0.1193 0.3159
H 2.5246 1.5257 -0.8779
H 2.1591 -0.2276 -1.3492
H -3.1716 -0.7561 0.2604

Cartesian forces (eV/Å) of the 3 atoms listed first:
C 4.95 1.51 -1.08
C -4.74 1.88 1.91
C -0.22 -0.27 1.46

* DFT total energy: -305.94986 hartree
* total charge: 0
* ΔE to the lowest compared entry with this formula, charge and spin: 46.4 kcal per mole
* HOMO: -8.69 eV
* Kohn-Sham gap: 9.690 eV

=====

# 8
Computed, not measured: 2 unconnected molecules or ions with the total composition C2F2O2 in a non-equilibrium geometry, with ωB97M-V/def2-TZVPD.

Atoms and positions in Å:
C -0.3856 -0.4717 -0.9323
C 0.0309 0.1684 1.1229
O -0.4534 -1.6415 -1.2247
O -0.7511 0.4938 1.9699
F -0.5558 0.5438 -1.7201
F 1.2958 0.1498 1.2317

Cartesian forces (eV/Å) of the 3 atoms listed first:
C 0.36 -3.12 2.76
C -4.05 0.26 -1.25
O 0.23 3.61 0.76

* DFT total energy: -426.34584 hartree
* total charge: 0
* ΔE to the lowest compared entry with this formula, charge and spin: 50.7 kcal per mole
* HOMO: -10.71 eV
* Kohn-Sham gap: 10.273 eV